Entry 1:
# C13H12BrN2O2P

One molecule with the formula C13H12BrN2O2P (ωB97M-V/def2-TZVPD, the Open Molecules 2025 dataset).

Its SMILES is C#Cc1cc2nc(COCC)cnc2cc1P(O)Br. The calculation puts the LUMO energy at -0.769 eV.

XYZ file:
```
31
Properties=species:S:1:pos:R:3:forces:R:3:lowdin_charge:R:1
C -3.547491 -1.586867 -3.314826 -0.02 -0.50 0.06 0.1266
C -2.492754 -1.737608 -2.742078 0.63 1.51 0.07 -0.1126
C -1.242781 -1.386108 -2.019399 -0.21 -0.44 0.03 -0.2437
C -1.318998 -1.273308 -0.636667 0.55 0.15 -0.07 0.0396
C -0.175131 -0.897054 0.179739 -1.69 -0.40 -1.84 -0.1883
N -0.381394 -0.778994 1.532773 2.40 0.48 -0.82 0.1861
C 0.742419 -0.396601 2.116193 -0.09 -0.41 1.81 -0.2227
C 0.689575 -0.158840 3.653394 -0.03 0.59 -1.10 -0.1381
O 0.757887 1.268708 3.834768 -0.18 -0.78 -0.15 -0.1642
C -0.388074 1.916053 3.272722 -0.54 1.69 0.62 -0.2676
C -0.055248 2.804597 2.033149 -0.14 -1.27 -0.90 -0.0689
C 2.021413 -0.158941 1.463892 -0.45 -0.07 -0.48 -0.0515
N 2.189739 -0.288439 0.164436 -0.76 -0.01 0.97 0.1329
C 1.046716 -0.649778 -0.504276 0.15 -0.28 -0.58 -0.2029
C 1.130197 -0.786615 -1.943660 -0.67 -0.13 0.15 -0.0027
C 0.017718 -1.129472 -2.710050 0.51 0.74 0.79 -0.3614
P 0.086521 -1.265824 -4.561917 -0.30 -1.35 -0.25 0.5762
O 1.717751 -1.476517 -4.827879 -0.57 0.85 0.42 -0.3852
Br -0.374526 0.773418 -5.466357 0.36 -0.01 0.55 0.1877
H -4.510129 -1.531041 -3.809923 0.69 -0.11 0.30 0.0433
H -2.283106 -1.443872 -0.138603 0.56 0.04 -0.18 0.1277
H -0.265569 -0.519577 4.085367 0.57 -0.16 -0.35 0.1260
H 1.563753 -0.635054 4.137145 -0.49 0.45 -0.08 0.1284
H -0.764460 2.611123 4.061534 0.30 -0.55 -0.34 0.1170
H -1.231087 1.217578 3.076738 0.73 0.24 -0.04 0.1138
H 1.038695 2.941905 1.899309 -0.69 0.17 0.43 0.0814
H -0.602112 3.764498 2.015887 0.42 -0.43 0.26 0.0718
H -0.382720 2.251365 1.118846 0.24 0.44 0.46 0.0656
H 2.893256 0.154995 2.060998 -0.58 -0.21 -0.22 0.1302
H 2.112093 -0.610200 -2.414082 -0.64 -0.04 0.29 0.1173
H 2.007848 -0.993529 -5.617174 -0.07 -0.17 0.17 0.0381
```
Positions in Å, forces in eV/Å.

=====

Entry 2:
# CHNO5

A 2-piece molecular cluster, CHNO5 overall (ωB97M-V/def2-TZVPD, the Open Molecules 2025 dataset).

As for the energy above the lowest of the compared OMol25 structures with the same formula, charge and spin: 222.30 kJ/mol. Its SMILES is O=C=O.O=NOO. The calculation puts the LUMO energy at 0.046 eV.

XYZ file:
```
8
Properties=species:S:1:pos:R:3:forces:R:3:lowdin_charge:R:1
C -1.254020 0.730529 1.337961 -0.80 1.83 -0.40 -0.4485
N -0.255826 -0.396553 -1.421585 -4.94 -0.81 -2.65 -0.1588
O -1.503557 1.272160 0.352962 0.03 -0.06 -1.47 0.1980
O -1.090581 0.406859 2.415086 0.71 -1.62 2.09 0.2383
O -0.976544 -1.242752 -0.981726 2.04 0.35 0.93 0.0815
O 1.741189 -0.604616 -0.057149 -0.41 -0.41 0.07 0.0164
O 0.870476 -0.042960 -1.188197 2.48 0.79 0.92 -0.0037
H 2.468862 -0.122668 -0.457352 0.89 -0.08 0.50 0.0768
```
Positions in Å, forces in eV/Å.

=====

Entry 3:
# C35H53BrFIN2O18PS2

C35H53BrFIN2O18PS2 as an isolated structure (ωB97M-V/def2-TZVPD, the Open Molecules 2025 dataset).

The charge is +1. The calculation puts the LUMO energy at -3.923 eV.

XYZ file:
```
114
Properties=species:S:1:pos:R:3:forces:R:3:lowdin_charge:R:1
C -2.756283 -2.528121 2.944583 0.17 -0.32 -0.05 -0.0137
C -1.291726 -2.171745 2.964385 0.09 0.05 -0.24 -0.3628
F -0.692991 -2.783901 4.066208 0.02 0.20 0.02 -0.0396
C -0.544415 -2.630066 1.699083 -0.17 -0.08 0.07 -0.0925
C 0.652240 -1.799511 1.348857 0.57 -0.42 0.40 -0.1387
C 0.554105 -0.652549 0.586448 -0.36 0.00 0.12 -0.0893
C -0.756566 -0.105559 0.107231 -0.27 0.08 -0.01 -0.0441
C -1.264169 1.192266 0.825875 -0.09 -0.11 0.12 -0.3013
O -0.277351 1.830122 1.602953 0.02 -0.15 0.10 -0.0300
C -2.601252 0.974555 1.612008 -0.01 0.11 0.07 -0.1986
N -2.615634 1.234625 3.036462 -0.06 -0.01 -0.07 0.0257
C 1.719605 0.003920 0.212559 0.19 0.31 -0.18 -0.0892
C 1.518946 1.164866 -0.745260 -0.18 0.55 -0.02 -0.5563
O 1.459501 2.309122 -0.402056 0.24 -0.78 -0.45 0.1277
O 1.243842 0.794055 -2.014167 0.27 0.07 -0.01 -0.3929
S 1.789775 -0.697277 -2.714438 0.05 0.80 0.08 1.0025
C 2.969547 -0.405048 0.654258 0.34 -0.05 -0.11 -0.2348
P 4.452581 0.579599 0.177506 0.17 0.86 0.20 0.4043
S 4.515611 2.430928 0.684951 -0.11 -0.15 0.00 0.2362
C 3.065658 -1.551971 1.425494 -0.37 -0.27 0.23 -0.2368
C 4.356383 -2.118968 1.925986 0.15 -0.12 0.03 -0.2048
C 4.682190 -1.671839 3.372788 -0.12 0.10 0.04 -0.2989
C 6.077834 -1.063167 3.532157 0.14 -0.19 -0.04 -0.6657
I 6.060349 0.798061 4.553854 0.02 0.13 0.04 0.8075
N 1.908384 -2.196936 1.759590 -0.23 0.17 -0.22 -0.2548
Br 2.026897 -3.718669 2.852555 -0.07 -0.04 0.09 1.1622
H -3.269397 -2.097437 3.798592 -0.04 0.02 0.05 0.0952
H -2.843270 -3.614757 2.978169 -0.08 -0.02 0.04 0.1000
H -3.229246 -2.190579 2.025631 -0.05 0.13 -0.01 0.0800
H -1.144359 -1.096663 3.086641 -0.05 0.06 0.10 0.1214
H -0.264666 -3.669502 1.829998 -0.05 -0.15 -0.01 0.0885
H -1.240063 -2.607504 0.862675 0.10 0.07 -0.04 0.1295
H -0.622005 0.117008 -0.945722 -0.16 0.00 -0.03 0.0888
H -1.554111 -0.842193 0.140282 0.09 -0.08 -0.02 0.1113
H -1.484300 1.904858 0.033256 0.05 0.08 -0.03 0.1311
H -0.020934 1.272467 2.343821 -0.12 0.02 0.16 0.0973
H -3.336975 1.649075 1.177754 -0.10 -0.06 -0.05 0.1217
H -2.972348 -0.036889 1.443062 0.01 -0.04 -0.06 0.0884
H -2.535792 2.219812 3.239242 0.09 0.04 0.04 0.0785
H -1.915503 0.739600 3.567074 0.05 -0.03 0.05 0.0466
H 0.691975 -1.401189 -2.436290 -0.24 -0.03 0.05 -0.0764
H 5.508695 -0.148256 0.713327 0.05 -0.24 -0.14 -0.0379
H 4.547701 0.293341 -1.191505 -0.08 -0.17 -0.14 -0.0038
H 5.152834 -1.818128 1.254956 -0.05 -0.08 0.01 0.0766
H 4.315342 -3.202418 1.859792 0.01 -0.05 -0.05 0.0777
H 4.580396 -2.523578 4.041245 -0.01 -0.04 0.05 0.0920
H 3.933569 -0.950571 3.698379 -0.04 0.03 0.01 0.0764
H 6.733066 -1.704240 4.111934 0.01 -0.04 0.01 0.0390
H 6.564971 -0.887698 2.576798 -0.01 0.10 0.00 0.0235
C -0.407690 4.784092 0.347138 -0.22 -0.08 0.05 -0.0137
C -1.128193 5.279416 -0.875925 0.11 0.08 0.03 -0.3148
C -1.381421 6.772567 -0.957845 -0.06 -0.03 0.00 -0.0801
O -2.604649 6.836503 -1.708847 0.04 0.08 0.07 0.0679
C -3.268215 5.672976 -1.538380 0.07 0.01 -0.03 -0.5714
O -4.385654 5.469635 -1.887400 -0.02 -0.06 -0.03 0.1555
O -2.480331 4.769329 -0.915221 0.06 -0.18 -0.01 0.0697
H -1.006629 4.954148 1.243055 0.01 0.13 -0.01 0.0995
H -0.220145 3.718684 0.267391 0.10 0.09 0.05 0.0335
H 0.552973 5.287024 0.456589 0.02 0.00 -0.03 0.1040
H -0.626599 4.927059 -1.781809 0.01 0.04 -0.03 0.1589
H -0.603582 7.324668 -1.476896 -0.05 0.00 -0.08 0.1397
H -1.551866 7.212155 0.027395 0.01 -0.01 0.02 0.1398
C -1.937844 1.299730 -5.898609 0.09 -0.16 -0.09 -0.0133
C -2.525165 0.517335 -4.754429 0.05 0.10 0.02 -0.3054
C -1.989573 0.873848 -3.379301 -0.07 -0.02 -0.03 -0.0813
O -2.096367 -0.380832 -2.679572 0.06 0.25 0.03 0.0206
C -2.045451 -1.379099 -3.598759 0.03 0.04 -0.06 -0.5814
O -1.904048 -2.524940 -3.316040 0.06 -0.09 0.05 0.1611
O -2.156151 -0.879491 -4.838134 -0.11 -0.02 -0.07 0.0994
H -0.874520 1.080320 -5.998322 0.02 0.06 0.06 0.0942
H -2.425664 1.042148 -6.836790 -0.02 0.01 0.01 0.0906
H -2.068184 2.368008 -5.725158 -0.02 0.01 0.01 0.0947
H -3.616293 0.566312 -4.766859 -0.01 -0.02 0.03 0.1614
H -2.571776 1.634431 -2.864310 -0.06 -0.07 0.05 0.1415
H -0.937767 1.169346 -3.411929 0.01 0.00 -0.03 0.1247
C 3.865551 -9.107951 5.465722 -0.10 -0.11 -0.13 -0.0148
C 3.523630 -7.816699 4.771487 -0.01 0.00 0.11 -0.3137
C 2.690769 -6.838350 5.580218 -0.03 -0.02 0.00 -0.0754
O 1.931037 -6.165516 4.558520 0.10 0.16 0.08 -0.0279
C 1.836236 -6.999490 3.487750 0.05 -0.09 -0.01 -0.6099
O 1.133310 -6.785571 2.553630 -0.01 0.02 -0.07 0.1316
O 2.655155 -8.049075 3.637342 0.05 -0.04 -0.03 0.0990
H 2.960338 -9.683366 5.658131 -0.02 0.04 0.07 0.0978
H 4.527220 -9.716448 4.852264 0.01 0.02 0.00 0.0910
H 4.365424 -8.902429 6.412186 0.02 0.02 0.01 0.0959
H 4.424806 -7.328627 4.390483 -0.01 0.02 -0.02 0.1572
H 3.277188 -6.117039 6.141890 -0.02 0.07 -0.07 0.1399
H 1.993068 -7.345823 6.248219 0.01 -0.03 0.01 0.1441
C -6.814101 7.372982 -1.116654 -0.26 0.03 -0.12 -0.0264
C -7.370616 8.678678 -0.613752 0.02 -0.04 0.06 -0.3232
C -7.579788 8.765783 0.886539 -0.02 0.02 0.00 -0.0984
O -8.692633 9.657993 0.996403 0.05 -0.05 0.08 0.0602
C -9.405277 9.588033 -0.155907 0.06 -0.03 0.00 -0.5669
O -10.478075 10.065340 -0.316030 -0.06 0.03 -0.01 0.1715
O -8.714512 8.893415 -1.088205 0.06 0.00 -0.11 0.0832
H -7.527241 6.567064 -0.940881 0.03 -0.01 0.09 0.0971
H -6.615968 7.416396 -2.185213 0.04 0.00 0.00 0.0895
H -5.880102 7.135353 -0.612742 0.05 0.02 0.02 0.0738
H -6.764314 9.519152 -0.962985 -0.01 0.03 0.02 0.1573
H -6.728823 9.173281 1.425887 -0.04 0.08 0.01 0.1349
H -7.859710 7.799538 1.313984 0.02 -0.03 -0.02 0.1373
C 5.130392 -4.338906 -6.824970 -0.15 0.12 -0.08 -0.0142
C 4.761762 -3.996373 -5.407169 -0.03 -0.11 0.01 -0.3018
C 4.222220 -5.141570 -4.566937 -0.04 0.05 0.01 -0.0634
O 3.312197 -4.462671 -3.672427 0.16 -0.22 -0.02 0.0871
C 2.915232 -3.341049 -4.277410 -0.35 0.17 -0.02 -0.5645
O 2.001403 -2.657093 -3.894748 0.25 -0.60 -0.05 -0.0521
O 3.633478 -3.079759 -5.365198 0.25 0.04 -0.10 0.1120
H 4.244851 -4.637533 -7.385522 0.00 -0.09 0.03 0.0980
H 5.576223 -3.483614 -7.328879 0.02 0.00 0.02 0.0915
H 5.849992 -5.157238 -6.832940 0.02 -0.01 0.01 0.0966
H 5.589720 -3.500675 -4.895533 -0.01 0.01 0.03 0.1586
H 4.978812 -5.664954 -3.991216 -0.02 0.05 0.09 0.1405
H 3.646845 -5.854920 -5.158433 0.01 0.00 -0.04 0.1445
```
Positions in Å, forces in eV/Å.

=====

Number 1: HOMO-LUMO gap 7.99 eV. Number 2: HOMO-LUMO gap 10.47 eV. Number 3: HOMO-LUMO gap 7.35 eV.